# 1
36
Properties=species:S:1:pos:R:3 method="wB97M-V/def2-TZVPD" homo_ev=-12.888 total_charge=+1 molar_mass_da=259.35
C -1.599 -0.460 4.271
C -1.840 0.499 3.143
O -1.553 1.662 3.168
O -2.437 -0.073 2.055
C -2.054 0.430 0.778
C -1.597 -0.727 -0.093
C -0.282 -1.386 0.328
S 0.827 -0.363 1.416
C 2.109 -1.394 1.007
N 1.912 -2.125 -0.044
C 0.664 -1.850 -0.780
C 0.921 -1.026 -2.053
C 1.606 0.323 -1.825
O 2.663 0.308 -1.210
N 1.119 1.469 -2.395
C -0.332 1.662 -2.467
C 1.797 2.671 -1.877
H -0.727 -0.110 4.820
H -1.400 -1.465 3.893
H -2.473 -0.512 4.921
H -2.920 0.909 0.313
H -1.289 1.207 0.882
H -2.376 -1.493 -0.033
H -1.555 -0.415 -1.138
H -0.501 -2.258 0.948
H 3.021 -1.456 1.591
H 2.578 -2.805 -0.387
H 0.294 -2.813 -1.149
H 1.646 -1.598 -2.640
H 0.009 -0.971 -2.642
H -0.534 2.478 -3.164
H -0.847 0.791 -2.864
H -0.754 1.962 -1.501
H 1.289 3.547 -2.275
H 2.832 2.682 -2.212
H 1.784 2.699 -0.785

***

# 2
10
Properties=species:S:1:pos:R:3 method="wB97M-V/def2-TZVPD" homo_ev="-1.479 / -2.564" total_charge=-1 molar_mass_da=89.14 de_lowest_ev=2.8146
C -1.853 0.456 0.065
C 1.175 -0.620 -0.125
C 0.817 0.734 0.125
O -2.393 1.521 -0.055
S -2.099 -1.158 -0.031
H 0.256 -1.264 -0.071
H 1.515 -0.862 -1.204
H 1.712 -1.012 0.642
H 0.404 1.397 -0.502
H 0.465 0.808 1.158

***

# 3
15
Properties=species:S:1:pos:R:3 method="wB97M-V/def2-TZVPD" homo_ev=-8.072 smiles=CCc1c[nH]cn1 total_charge=0 molar_mass_da=96.13 de_lowest_ev=0.9631
C -0.618 -0.646 2.137
C 0.311 -0.939 0.966
C 0.167 -0.022 -0.178
C 0.033 -0.390 -1.611
N 0.103 0.793 -2.240
C 0.352 1.812 -1.306
N 0.470 1.294 -0.076
H -0.495 0.351 2.512
H -0.412 -1.432 2.843
H -1.671 -0.706 1.736
H 1.342 -0.689 1.356
H 0.490 -1.921 0.716
H -0.155 -1.408 -2.182
H -0.215 1.045 -3.162
H 0.297 2.857 -1.512